Here is a structure of composition C41H65CsN5O4PSe at a distorted geometry from the OMol25 dataset. Energies are from ωB97M-V with the def2-TZVPD basis set.

Cartesian coordinates (Å):
Cs -2.06 0.76 0.36
C 7.21 -1.79 0.34
C 5.96 -1.93 1.21
C 5.63 -3.42 1.31
C 6.29 -1.40 2.61
C 4.77 -1.16 0.63
C 3.51 -1.25 1.22
C 2.44 -0.51 0.76
Se 0.70 -0.67 1.56
C 0.19 -2.44 0.97
C 0.72 -3.57 1.55
C 0.35 -4.85 1.13
C -0.57 -4.91 0.09
C -1.15 -3.80 -0.53
C -0.82 -2.49 -0.06
O -1.36 -1.40 -0.46
C -2.14 -4.09 -1.67
C -1.44 -4.92 -2.76
C -3.34 -4.89 -1.13
C -2.70 -2.84 -2.37
C 0.94 -6.08 1.81
C 2.47 -6.07 1.68
C 0.58 -6.08 3.31
C 0.42 -7.39 1.21
C 2.57 0.47 -0.30
O 1.60 1.24 -0.60
C 3.83 0.47 -0.97
C 4.88 -0.31 -0.47
C 4.13 1.28 -2.25
C 5.22 2.33 -1.95
C 4.65 0.34 -3.35
C 2.93 2.03 -2.84
H 8.03 -2.37 0.78
H 7.53 -0.75 0.27
H 7.04 -2.16 -0.67
H 6.49 -3.98 1.70
H 5.36 -3.83 0.33
H 4.78 -3.59 1.98
H 7.10 -1.97 3.07
H 5.41 -1.46 3.26
H 6.59 -0.35 2.56
H 3.34 -1.90 2.07
H 1.43 -3.44 2.36
H -0.86 -5.89 -0.27
H -1.07 -5.87 -2.38
H -0.59 -4.36 -3.16
H -2.14 -5.13 -3.58
H -3.03 -5.86 -0.74
H -4.08 -5.05 -1.92
H -3.81 -4.34 -0.32
H -1.91 -2.20 -2.75
H -3.29 -2.23 -1.69
H -3.34 -3.16 -3.20
H 2.90 -5.18 2.14
H 2.76 -6.07 0.63
H 2.91 -6.95 2.16
H 0.96 -5.18 3.80
H 0.99 -6.96 3.82
H -0.51 -6.08 3.43
H 0.68 -7.47 0.15
H -0.66 -7.47 1.30
H 0.87 -8.24 1.73
H 5.83 -0.24 -0.97
H 6.14 1.87 -1.58
H 4.86 3.03 -1.19
H 5.47 2.89 -2.86
H 5.57 -0.17 -3.05
H 4.84 0.90 -4.27
H 3.90 -0.43 -3.55
H 2.53 2.78 -2.16
H 2.11 1.34 -3.06
H 3.25 2.51 -3.77
O 0.31 3.66 -0.71
C 0.79 4.58 0.21
C 0.20 4.45 1.59
C -0.08 5.58 2.36
C -0.61 5.42 3.63
C -0.86 4.14 4.09
C -0.56 3.07 3.26
N -0.04 3.22 2.04
H 0.78 2.79 -0.57
H 0.56 5.58 -0.17
H 1.89 4.52 0.31
H 0.11 6.57 1.95
H -0.85 6.29 4.24
H -1.30 3.97 5.06
H -0.75 2.05 3.57
N -5.29 1.77 2.78
C -4.31 1.16 2.58
C -6.87 4.10 0.14
N -6.01 3.13 -0.53
C -6.45 1.74 -0.32
P -4.43 3.43 -0.92
O -3.60 2.21 -0.87
N -4.00 4.75 -0.01
C -2.83 5.54 -0.41
C -4.07 4.59 1.45
N -4.36 4.08 -2.47
C -4.02 3.22 -3.59
C -5.24 5.18 -2.82
H -7.85 4.14 -0.35
H -6.43 5.09 0.11
H -7.02 3.82 1.19
H -7.47 1.64 -0.71
H -6.42 1.48 0.74
H -5.80 1.06 -0.86
H -2.65 5.45 -1.48
H -1.94 5.20 0.11
H -3.00 6.59 -0.17
H -4.78 3.82 1.74
H -4.35 5.54 1.92
H -3.10 4.28 1.85
H -3.42 2.38 -3.23
H -3.43 3.78 -4.32
H -4.91 2.83 -4.09
H -5.37 5.84 -1.97
H -6.23 4.84 -3.15
H -4.79 5.77 -3.63

- Frontier orbital gap: 5.13 eV
- Energy: -134398.87007 eV
- ΔE to the lowest compared entry with this formula, charge and spin: 102.15 kJ/mol
- Charge: -2

Atomic partial charges in e from the Löwdin method, atoms 1 to 2: atom 1 (Cs): 1.20, atom 2 (C): -0.08

***

Here is a cluster of 7 separate species, C41H65IN7O2 in total at a distorted geometry from the OMol25 dataset. Energies are from ωB97M-V with the def2-TZVPD basis set.

Cartesian coordinates (Å):
C 5.70 -2.12 2.37
C 4.20 -2.24 2.04
C 3.77 -3.60 2.58
C 3.49 -1.07 2.71
C 1.97 -0.96 2.43
I 0.98 -2.06 4.02
C 1.55 0.51 2.52
C 0.08 0.89 2.58
O -0.24 1.82 3.26
C -0.97 0.23 1.73
C -1.03 0.53 0.37
C -2.01 -0.03 -0.44
C -2.95 -0.91 0.09
C -2.91 -1.20 1.45
C -1.93 -0.62 2.26
C 1.70 -1.57 1.04
C 2.88 -1.46 0.05
C 2.39 -2.08 -1.26
C 3.22 -0.01 -0.28
N 4.07 -2.19 0.55
O 4.34 -3.30 -0.03
H 6.23 -2.89 1.82
H 6.09 -1.13 2.16
H 5.82 -2.37 3.42
H 2.74 -3.86 2.33
H 4.41 -4.39 2.19
H 3.83 -3.58 3.66
H 3.69 -1.18 3.77
H 3.97 -0.15 2.41
H 2.00 1.09 1.72
H 1.97 0.90 3.45
H -0.32 1.21 -0.09
H -2.08 0.20 -1.49
H -3.71 -1.37 -0.53
H -3.61 -1.88 1.91
H -1.89 -0.84 3.31
H 0.87 -1.08 0.53
H 1.39 -2.61 1.14
H 1.56 -1.46 -1.60
H 3.17 -2.05 -2.00
H 2.00 -3.08 -1.12
H 3.91 0.43 0.44
H 2.32 0.61 -0.32
H 3.71 0.03 -1.25
C 2.73 -8.07 2.05
C 3.56 -8.16 3.33
C 2.72 -7.95 4.60
C 2.18 -6.60 4.67
N 1.75 -5.53 4.73
H 2.30 -7.08 1.93
H 3.35 -8.28 1.18
H 1.92 -8.80 2.06
H 4.37 -7.43 3.30
H 4.02 -9.15 3.39
H 3.34 -8.12 5.48
H 1.90 -8.67 4.64
C 9.63 0.42 4.40
C 9.52 1.58 3.42
C 8.22 2.38 3.60
C 7.04 1.58 3.29
N 6.10 0.96 3.05
H 8.84 -0.32 4.25
H 10.59 -0.09 4.27
H 9.58 0.77 5.43
H 9.58 1.20 2.40
H 10.36 2.26 3.56
H 8.23 3.25 2.95
H 8.14 2.75 4.63
C -6.09 2.70 -1.58
C -4.60 2.91 -1.76
C -4.13 2.50 -3.15
C -4.31 1.07 -3.38
N -4.46 -0.06 -3.52
H -6.36 1.65 -1.66
H -6.41 3.05 -0.59
H -6.66 3.26 -2.32
H -4.05 2.35 -1.00
H -4.35 3.97 -1.60
H -3.07 2.75 -3.28
H -4.68 3.06 -3.92
C -9.49 7.08 -4.74
C -8.96 5.73 -5.19
C -8.34 4.92 -4.05
C -7.14 5.55 -3.50
N -6.20 6.05 -3.07
H -8.69 7.72 -4.36
H -9.96 7.60 -5.57
H -10.24 6.97 -3.95
H -8.22 5.87 -5.98
H -9.77 5.15 -5.62
H -8.07 3.92 -4.40
H -9.07 4.78 -3.25
C 2.83 4.21 -1.37
C 4.24 4.60 -1.80
C 4.56 4.18 -3.24
C 4.57 2.73 -3.40
N 4.57 1.59 -3.53
H 2.69 3.13 -1.38
H 2.62 4.56 -0.36
H 2.08 4.65 -2.04
H 4.96 4.15 -1.11
H 4.36 5.68 -1.72
H 5.54 4.57 -3.52
H 3.84 4.62 -3.93
C -8.99 -2.82 -3.51
C -7.68 -2.14 -3.11
C -7.84 -1.16 -1.94
C -8.68 -0.02 -2.29
N -9.32 0.89 -2.57
H -9.72 -2.09 -3.87
H -8.82 -3.54 -4.30
H -9.43 -3.35 -2.66
H -7.26 -1.62 -3.97
H -6.96 -2.90 -2.82
H -6.86 -0.79 -1.64
H -8.27 -1.67 -1.08

- Frontier orbital gap (spin up / spin down): 8.24 / 9.15 eV
- ⟨S²⟩: 0.754
- 2S+1: 2
- Energy: -66195.19613 eV

Atomic partial charges in e from the Löwdin method, atoms 1 to 2: atom 1 (C): -0.03, atom 2 (C): -0.48

***

Here is a structure of composition C41H66Cl3GeKNO7P2S2Se at a distorted geometry from the OMol25 dataset. Energies are from ωB97M-V with the def2-TZVPD basis set.

Cartesian coordinates (Å):
K -3.11 -21.33 -9.20
C 3.63 -26.35 -11.35
C 3.85 -24.86 -11.55
C 3.77 -24.57 -13.06
C 5.24 -24.46 -11.01
C 2.77 -24.06 -10.87
C 1.50 -23.90 -11.42
C 0.60 -22.99 -10.91
Se -1.09 -22.60 -11.65
C -1.67 -23.80 -13.07
C -1.32 -25.16 -13.12
C -1.89 -26.00 -14.07
C -2.91 -25.47 -14.93
C -3.27 -24.16 -14.95
C -2.74 -23.30 -13.93
O -3.28 -22.16 -13.68
C -4.28 -23.63 -15.97
C -3.89 -22.25 -16.53
C -4.43 -24.58 -17.17
C -5.65 -23.50 -15.29
C -1.57 -27.50 -14.09
C -0.10 -27.77 -13.65
C -1.79 -28.00 -15.55
C -2.45 -28.26 -13.06
C 0.93 -22.09 -9.83
O 0.06 -21.24 -9.49
C 2.23 -22.32 -9.16
C 3.05 -23.26 -9.72
C 2.69 -21.45 -8.01
C 1.60 -21.17 -6.93
C 3.30 -20.16 -8.63
C 3.84 -22.08 -7.25
H 4.48 -26.92 -11.74
H 2.74 -26.67 -11.86
H 3.54 -26.58 -10.30
H 4.59 -25.03 -13.61
H 3.85 -23.50 -13.23
H 2.86 -24.92 -13.53
H 5.99 -25.00 -11.61
H 5.42 -24.65 -9.94
H 5.48 -23.41 -11.20
H 1.31 -24.49 -12.31
H -0.67 -25.55 -12.33
H -3.39 -26.21 -15.60
H -3.00 -22.28 -17.15
H -3.64 -21.57 -15.72
H -4.72 -21.87 -17.17
H -3.46 -24.70 -17.69
H -5.09 -24.10 -17.90
H -4.83 -25.59 -16.91
H -5.63 -22.83 -14.44
H -6.00 -24.50 -14.95
H -6.40 -23.12 -16.01
H 0.61 -27.31 -14.37
H 0.03 -28.85 -13.65
H 0.12 -27.41 -12.65
H -1.43 -27.30 -16.31
H -2.83 -28.23 -15.77
H -1.25 -28.94 -15.69
H -2.26 -28.02 -11.99
H -2.27 -29.35 -13.12
H -3.51 -28.01 -13.23
H 4.04 -23.45 -9.27
H 0.66 -20.78 -7.33
H 2.03 -20.52 -6.17
H 1.38 -22.08 -6.42
H 2.58 -19.62 -9.22
H 4.15 -20.41 -9.29
H 3.73 -19.50 -7.89
H 3.54 -23.03 -6.77
H 4.11 -21.43 -6.42
H 4.72 -22.27 -7.88
C 0.09 -20.88 -14.28
P -0.40 -19.59 -13.11
C 1.06 -18.42 -13.18
C -1.56 -18.61 -14.26
C -2.11 -17.38 -13.60
P -3.49 -17.67 -12.38
C -4.96 -17.82 -13.44
C -3.72 -15.97 -11.70
H 0.90 -21.49 -13.84
H 0.46 -20.39 -15.17
H -0.74 -21.57 -14.51
H 1.37 -18.27 -14.20
H 1.92 -18.81 -12.61
H 0.85 -17.42 -12.79
H -2.38 -19.31 -14.56
H -0.98 -18.39 -15.17
H -2.42 -16.60 -14.35
H -1.34 -16.90 -12.97
H -5.39 -16.88 -13.71
H -5.70 -18.39 -12.86
H -4.67 -18.35 -14.37
H -3.84 -15.22 -12.52
H -2.92 -15.66 -11.05
H -4.63 -16.01 -11.12
O 0.26 -17.73 -9.65
H -0.28 -17.66 -8.84
H 0.32 -18.72 -9.84
O -4.39 -21.67 -11.36
H -4.10 -21.85 -12.29
H -5.34 -21.47 -11.36
O -4.25 -22.59 -6.92
H -3.78 -22.29 -6.12
H -4.85 -23.26 -6.55
Cl -1.39 -16.80 -6.14
Ge -3.13 -18.24 -6.52
Cl -2.02 -20.16 -6.07
Cl -4.60 -18.10 -4.94
O -8.59 -17.82 -12.69
S -9.18 -18.35 -11.49
O -10.59 -18.58 -11.34
N -8.25 -19.62 -10.88
C -7.63 -19.30 -9.70
S -6.83 -20.34 -8.62
C -7.84 -17.85 -9.37
C -7.29 -17.10 -8.29
C -7.64 -15.78 -8.17
C -8.55 -15.15 -9.02
C -9.13 -15.86 -10.03
C -8.72 -17.19 -10.23
H -6.65 -17.60 -7.56
H -7.23 -15.18 -7.36
H -8.80 -14.09 -8.92
H -9.90 -15.42 -10.64

- Frontier orbital gap (spin up / spin down): 6.27 / 4.66 eV
- ⟨S²⟩: 0.775
- 2S+1: 2
- Energy: -275420.53918 eV
- ΔE to the lowest compared entry with this formula, charge and spin: 0.00 kJ/mol
- Charge: -2

Atomic partial charges in e from the Löwdin method, atoms 1 to 2: atom 1 (K): 0.56, atom 2 (C): -0.04